No. 1
DFT (ωB97M-V/def2-TZVPD) results for a 2-piece molecular cluster, C4H12 overall in a non-equilibrium geometry.

Geometry as XYZ:
```
16
Properties=species:S:1:pos:R:3:forces:R:3:lowdin_charge:R:1
C -0.259638 3.093456 0.223237 0.2 0.2 -1.0 -0.27
C -0.503486 1.812748 -0.597362 -0.1 0.5 -1.6 -0.31
H -1.114773 3.415908 0.812582 0.1 -0.3 0.4 0.04
H 0.696502 3.166491 0.758096 -0.4 -0.4 0.2 0.04
H -0.174684 3.862471 -0.568574 0.0 0.0 0.3 0.04
H 0.260344 1.766576 -1.393804 0.2 -0.2 0.5 0.03
H -1.390026 2.001185 -1.224759 -0.1 0.0 0.3 0.04
H -0.623098 0.796847 -0.248482 0.3 0.3 1.0 0.02
C 0.081515 -1.790696 0.329842 1.6 0.9 -1.6 -0.47
C 0.635553 -3.203934 0.130425 2.1 1.8 1.1 -0.33
H -0.956382 -1.548211 0.453921 -0.6 -0.6 0.1 0.01
H 0.655004 -1.242103 1.072177 -0.1 -0.2 0.6 0.02
H 0.438127 -1.262076 -0.562436 -0.6 0.3 -0.2 0.02
H 1.747023 -3.027808 -0.150385 -1.6 -0.4 0.2 0.06
H 0.184663 -3.726923 -0.697464 -0.4 -0.7 0.4 0.03
H 0.734824 -3.568848 1.159838 -0.5 -1.3 -0.6 0.03
```
Positions in Å, forces in eV/Å.

maximum force = 0.0574 Eh/bohr
frontier orbital gap (alpha / beta) = 2.64 / 11.60 eV
2S+1 = 2
total charge = -1
relative energy (zero: lowest compared OMol25 entry of this formula, charge and spin) = 80.8 kJ/mol

***

No. 2
DFT (ωB97M-V/def2-TZVPD) results for one molecule with the formula C5H6O.

Geometry as XYZ:
```
12
Properties=species:S:1:pos:R:3:forces:R:3:lowdin_charge:R:1
C -2.677152 -0.094324 0.355593 -0.1 -0.1 0.0 -0.10
C -1.233001 -0.071235 0.203558 0.4 -0.1 -0.2 -0.07
C -0.048910 -0.100194 -0.013303 -0.5 0.4 0.1 0.03
C 1.305874 0.360656 -0.188543 -0.1 0.3 0.0 -0.32
C 2.429388 -0.162874 0.584757 0.1 0.0 0.3 -0.12
O 2.297492 -0.448292 -0.797536 0.1 -0.2 -0.2 -0.03
H -3.146886 0.257840 -0.567627 -0.1 -0.1 0.2 0.08
H -2.978065 -1.121792 0.560826 -0.3 0.1 -0.1 0.08
H -3.018633 0.537987 1.181123 0.1 -0.1 -0.1 0.08
H 1.322887 1.404884 -0.494007 0.2 -0.1 0.0 0.15
H 2.263392 -1.010690 1.246437 0.0 0.1 -0.1 0.12
H 3.222784 0.526543 0.867100 0.0 -0.2 -0.1 0.11
```
Positions in Å, forces in eV/Å.

maximum force = 0.0121 Eh/bohr
frontier orbital gap (alpha / beta) = 10.46 / 10.46 eV
2S+1 = 1
total charge = 0
relative energy (zero: lowest compared OMol25 entry of this formula, charge and spin) = 264.8 kJ/mol

***

No. 3
DFT (ωB97M-V/def2-TZVPD) results for one molecule with the formula C5H6F2 in a non-equilibrium geometry.

Geometry as XYZ:
```
13
Properties=species:S:1:pos:R:3:forces:R:3:lowdin_charge:R:1
C 1.253189 0.337214 0.378520 0.4 -0.3 2.4 -0.18
C -0.211530 0.357275 0.426888 -1.1 0.1 -1.6 -0.24
C -0.902192 1.130342 1.250614 -1.2 0.6 1.2 -0.02
C -0.845271 -0.462875 -0.681896 -1.2 -0.3 2.5 -0.11
C -0.090596 -1.211254 -1.460525 0.3 -0.7 -2.6 0.01
H 1.670877 0.553032 -0.546222 0.6 0.2 -2.0 0.10
H 1.770983 0.971968 1.097523 -0.3 0.2 0.2 0.13
H -0.475026 2.079470 1.817476 -1.5 -2.5 -0.8 0.16
H -1.970259 -0.567626 -0.624430 1.5 0.4 -0.5 0.13
H -0.502431 -1.718448 -2.374017 0.1 0.3 1.3 0.08
H 1.006804 -1.269369 -1.434570 -0.7 0.2 0.2 0.07
F 1.591800 -0.984142 0.739575 0.5 0.2 0.0 -0.06
F -2.296347 0.784413 1.411064 2.6 1.6 -0.3 -0.06
```
Positions in Å, forces in eV/Å.

maximum force = 0.0598 Eh/bohr
frontier orbital gap = 10.08 eV
2S+1 = 1
total charge = 0
relative energy (zero: lowest compared OMol25 entry of this formula, charge and spin) = 105.9 kJ/mol

***

No. 4
DFT (ωB97M-V/def2-TZVPD) results for one molecule with the formula C4H5NO2 in a non-equilibrium geometry.

Geometry as XYZ:
```
12
Properties=species:S:1:pos:R:3:forces:R:3:lowdin_charge:R:1
N -0.826038 0.124462 0.364649 0.2 2.8 1.5 -0.25
C 0.537654 0.231608 -0.179528 -0.9 0.6 -0.4 -0.28
C -0.387923 -1.639144 0.254857 -0.7 -2.0 -2.8 -0.01
C 0.818127 -1.193040 -0.162641 -0.9 -0.4 0.3 -0.02
C 1.229039 1.355613 -0.321097 -0.1 -0.4 0.2 0.11
O -1.564388 -0.818118 -0.383955 2.5 -0.8 1.6 -0.03
O -1.509170 1.314815 0.604666 -0.4 0.3 -0.6 0.03
H -2.348247 1.263225 0.115563 0.3 -0.1 -0.1 0.11
H -0.779767 -2.571290 0.621216 0.1 -0.1 0.1 0.12
H 1.756538 -1.704214 -0.250066 0.1 0.0 0.4 0.11
H 2.259289 1.329742 -0.638171 0.1 -0.1 0.0 0.07
H 0.814885 2.306341 -0.025493 -0.2 0.0 -0.2 0.06
```
Positions in Å, forces in eV/Å.

maximum force = 0.0686 Eh/bohr
frontier orbital gap = 8.77 eV
2S+1 = 1
total charge = 0
relative energy (zero: lowest compared OMol25 entry of this formula, charge and spin) = 721.6 kJ/mol